{
  "formula": "C4H12",
  "method": "wB97M-V/def2-TZVPD",
  "symbols": ["C", "C", "C", "C", "H", "H", "H", "H", "H", "H", "H", "H", "H", "H", "H", "H"],
  "positions_angstrom": [[1.3764, -1.5802, 1.2964], [0.8362, -1.5580, -0.1522], [-0.7073, 1.7067, -1.2267], [-1.3942, 1.4186, 0.1394], [0.7657, -0.5236, -0.5037], [-1.6815, 0.3806, 0.2702], [1.8130, -2.5708, 1.4558], [-2.2454, 2.0888, 0.1436], [-1.3422, 2.4570, -1.7158], [-0.7034, 1.6489, 0.9558], [1.2994, -2.2406, -0.8543], [2.0960, -0.7997, 1.4581], [0.3440, 1.9838, -1.3207], [-0.2198, -1.8327, -0.1259], [-0.8536, 0.8411, -1.8794], [0.6166, -1.4199, 2.0594]],
  "forces_ev_per_a": [[-0.120, -0.770, -0.700], [-1.341, 0.798, 0.916], [-1.316, -0.598, -0.824], [1.394, 0.553, -0.363], [0.517, -0.244, -0.351], [-0.193, -0.043, -0.161], [0.161, 0.289, 0.373], [-0.271, -0.226, 0.662], [0.613, 0.188, -0.038], [-0.329, 0.155, 0.087], [0.462, 0.220, -0.014], [0.674, 0.136, 0.004], [-0.152, 0.068, 0.616], [-0.071, -0.351, -0.030], [0.246, -0.084, 0.017], [-0.273, -0.092, -0.193]],
  "relative_energy_kj_mol": 45.8,
  "energy_ha": -159.56754,
  "smiles": "CC.CC",
  "charge": 0,
  "homo_lumo_gap_ev": 12.780
}